# C6H10O

A cluster of 2 separate species, C6H10O in total (ωB97M-V/def2-TZVPD, the Open Molecules 2025 dataset).

Element x y z (Å)
C  2.369  0.193  -0.068
C  0.911  -0.062  0.050
C  0.295  -1.116  0.669
C  -1.004  -1.245  0.114
C  -1.427  0.120  -0.394
C  -0.099  0.869  -0.582
O  -0.011  2.165  -0.021
H  2.543  1.247  0.175
H  2.735  0.036  -1.091
H  2.950  -0.439  0.609
H  0.817  -1.922  1.169
H  -3.229  -1.633  0.834
H  -2.692  -1.935  0.377
H  -1.956  -0.071  -1.332
H  -2.112  0.731  0.216
H  0.093  1.001  -1.652
H  -0.183  2.061  0.925

The calculation puts the gap between HOMO and LUMO (alpha / beta) at 7.556 / 7.558 eV. As for the HOMO energy (alpha / beta): -7.736 / -7.738 eV. Its spin multiplicity is 1. The calculation puts the energy relative to the best compared isomer or geometry (same formula, charge and spin) at 442.4 kJ/mol.

# C20H30AsCaF6O15

A structure of composition C20H30AsCaF6O15 (ωB97M-V/def2-TZVPD, the Open Molecules 2025 dataset).

Element x y z (Å)
Ca  0.719  0.087  3.909
As  0.207  0.519  -0.059
F  -0.582  2.149  -0.223
F  0.491  0.514  -1.827
F  0.859  -1.184  0.033
F  0.050  0.548  1.779
F  -1.449  -0.205  -0.153
F  1.852  1.184  0.216
C  -4.587  1.208  -0.129
C  -4.400  0.773  1.352
C  -3.938  -0.720  1.391
O  -3.022  -0.680  2.452
C  -2.716  0.561  2.904
O  -1.875  0.816  3.766
O  -3.330  1.480  2.067
H  -5.370  0.641  -0.632
H  -3.752  1.233  -0.829
H  -4.940  2.235  -0.026
H  -5.324  1.031  1.869
H  -3.428  -1.092  0.502
H  -4.783  -1.404  1.467
C  -3.753  4.795  4.265
C  -2.326  4.691  3.749
C  -2.154  4.604  2.327
O  -1.380  5.720  2.046
C  -1.031  6.454  3.136
O  -0.341  7.549  3.276
O  -1.719  5.909  4.144
H  -4.283  3.994  3.749
H  -4.321  5.712  4.109
H  -3.737  4.803  5.355
H  -1.735  3.956  4.295
H  -3.186  4.696  1.989
H  -1.844  3.596  2.054
C  0.231  -3.371  -2.914
C  0.237  -3.189  -4.442
C  0.561  -1.762  -4.814
O  1.484  -1.862  -5.904
C  1.922  -3.002  -5.950
O  2.730  -3.480  -6.668
O  1.327  -3.802  -5.027
H  0.069  -4.372  -2.512
H  -0.523  -2.632  -2.641
H  1.210  -3.002  -2.612
H  -0.739  -3.472  -4.836
H  0.793  -1.099  -3.980
H  -0.340  -1.274  -5.186
C  1.266  -5.582  0.341
C  0.491  -4.250  0.570
C  -0.943  -4.080  0.618
O  -1.219  -3.043  1.646
C  -0.124  -2.779  2.224
O  0.010  -1.882  2.983
O  0.862  -3.617  1.847
H  2.262  -5.484  -0.090
H  0.643  -6.357  -0.107
H  1.408  -6.021  1.328
H  0.902  -3.481  -0.084
H  -1.439  -4.927  1.093
H  -1.160  -3.996  -0.447
C  5.824  1.506  -0.018
C  5.173  0.724  -1.097
C  4.246  1.561  -1.860
O  4.855  1.620  -3.104
C  5.954  0.796  -3.150
O  6.706  0.739  -4.146
O  6.149  0.245  -1.980
H  6.519  0.865  0.525
H  5.106  1.969  0.659
H  6.371  2.274  -0.565
H  4.784  -0.213  -0.698
H  4.215  2.542  -1.386
H  3.308  1.013  -1.945

The calculation puts the gap between HOMO and LUMO at 6.272 eV. As for the HOMO energy: -12.025 eV. Its spin multiplicity is 1. As for the total charge: +1.

# C5H10O

A structure of composition C5H10O (ωB97M-V/def2-TZVPD, the Open Molecules 2025 dataset).

Element x y z (Å)
C  1.853  -0.757  0.029
C  0.486  1.221  -0.345
C  0.873  0.230  0.605
O  0.551  0.255  1.795
C  -0.776  -0.388  -0.344
C  -2.090  0.113  0.160
H  1.830  -0.842  -1.067
H  2.810  -0.332  0.332
H  1.691  -1.722  0.499
H  0.805  1.223  -1.385
H  0.413  2.245  0.071
H  -0.532  -1.337  0.190
H  -0.679  -0.611  -1.399
H  -2.316  1.054  -0.333
H  -2.882  -0.615  -0.052
H  -2.036  0.263  1.244

The calculation puts the gap between HOMO and LUMO at 9.319 eV. As for the HOMO energy: -8.822 eV. Its spin multiplicity is 1. The calculation puts the energy relative to the best compared isomer or geometry (same formula, charge and spin) at 304.8 kJ/mol.

# CH5N2O3S

A cluster of 2 separate species, CH5N2O3S in total (ωB97M-V/def2-TZVPD, the Open Molecules 2025 dataset).

Element x y z (Å)
C  -0.343  0.302  0.052
N  0.093  1.293  0.867
N  -1.287  0.222  -0.848
O  2.499  0.443  0.440
O  -0.486  -2.168  -0.116
O  0.128  -0.938  0.521
S  2.217  -0.243  -0.832
H  -0.094  2.269  0.809
H  1.112  1.203  1.124
H  -1.755  1.087  -1.103
H  -1.620  -0.558  -1.376
H  -0.465  -2.912  0.462

The calculation puts the gap between HOMO and LUMO (alpha / beta) at 7.645 / 7.652 eV. As for the HOMO energy (alpha / beta): -13.438 / -13.362 eV. Its spin multiplicity is 1. The calculation puts the energy relative to the best compared isomer or geometry (same formula, charge and spin) at 111.6 kJ/mol. As for the total charge: +1.

# C26H40N6O4

The molecule C26H40N6O4 (ωB97M-V/def2-TZVPD, the Open Molecules 2025 dataset).

Element x y z (Å)
C  -5.689  -1.525  -3.397
C  -6.275  -0.978  -2.104
O  -5.203  -0.472  -1.338
C  -5.461  0.140  -0.140
C  -6.729  0.243  0.405
C  -6.945  0.924  1.594
C  -5.881  1.511  2.242
C  -4.603  1.394  1.719
C  -4.350  0.705  0.536
N  -3.085  0.639  -0.042
C  -2.025  1.499  0.424
C  -1.213  0.868  1.562
N  -0.667  -0.399  1.111
C  0.169  -1.025  2.115
C  1.008  -2.162  1.540
O  1.081  -3.242  2.091
N  1.706  -1.877  0.410
C  2.386  -2.946  -0.307
C  3.909  -2.760  -0.307
C  4.540  -3.644  -1.379
C  4.493  -3.089  1.066
C  1.634  -0.622  -0.243
C  2.295  0.467  0.271
N  3.009  0.364  1.436
N  2.187  1.701  -0.322
C  2.771  2.907  0.248
C  4.088  3.309  -0.434
C  4.549  4.653  0.122
C  5.181  2.256  -0.265
C  1.437  1.894  -1.473
O  1.301  2.986  -1.975
N  0.879  0.766  -2.000
C  0.899  -0.528  -1.477
O  0.352  -1.431  -2.075
C  -1.737  -1.285  0.681
C  -2.538  -0.638  -0.451
H  -6.482  -1.920  -4.025
H  -4.978  -2.317  -3.177
H  -5.169  -0.734  -3.929
H  -6.794  -1.777  -1.556
H  -6.996  -0.178  -2.323
H  -7.574  -0.194  -0.104
H  -7.945  0.996  1.994
H  -6.032  2.054  3.163
H  -3.790  1.853  2.258
H  -2.431  2.464  0.728
H  -1.350  1.665  -0.423
H  -0.382  1.530  1.829
H  -1.851  0.734  2.453
H  0.843  -0.270  2.531
H  -0.418  -1.453  2.945
H  2.006  -2.966  -1.331
H  2.125  -3.882  0.191
H  4.126  -1.712  -0.553
H  4.171  -3.374  -2.365
H  5.622  -3.536  -1.373
H  4.297  -4.688  -1.195
H  4.427  -4.159  1.247
H  3.941  -2.591  1.861
H  5.538  -2.793  1.126
H  3.798  0.979  1.550
H  3.182  -0.592  1.713
H  2.046  3.708  0.077
H  2.898  2.781  1.323
H  3.876  3.425  -1.501
H  5.468  4.968  -0.366
H  4.738  4.582  1.192
H  3.794  5.416  -0.045
H  6.065  2.550  -0.825
H  5.471  2.162  0.782
H  4.858  1.287  -0.641
H  0.346  0.897  -2.852
H  -1.289  -2.213  0.320
H  -2.414  -1.525  1.522
H  -3.337  -1.306  -0.758
H  -1.876  -0.473  -1.305

The SMILES is CCOc1ccccc1N1CCN(CC(=O)N(CC(C)C)c2c(N)n(CC(C)C)c(=O)[nH]c2=O)CC1. The calculation puts the gap between HOMO and LUMO at 7.877 eV. As for the HOMO energy: -7.380 eV. Its spin multiplicity is 1. The calculation puts the energy relative to the best compared isomer or geometry (same formula, charge and spin) at 0.0 kJ/mol.

The evaluated F_max for the records listed, in turn: 0.69 7.41 1.57 4.73 1.01 eV/A.